Record 1
Computed, not measured: 5 unconnected molecules or ions with the total composition C40H93N5O12P, with ωB97M-V with the def2-TZVPD basis set.

Geometry as ORCA input:
```
! wB97M-V def2-TZVPD RIJCOSX def2/J DEFGRID3
* xyz 0 2
C 10.010 -0.147 7.349
C 8.673 0.408 6.916
O 8.430 0.021 5.554
P 7.064 -0.562 4.986
O 6.928 -2.027 5.022
C 6.999 0.158 3.348
C 8.344 0.064 2.594
C 8.240 -0.488 1.159
C 7.439 0.498 0.297
C 7.499 -1.860 1.222
C 7.979 -3.064 0.350
C 6.967 -3.298 -0.772
C 8.087 -4.363 1.187
N 9.311 -2.772 -0.260
O 9.332 -2.503 -1.507
C 10.273 -1.983 0.560
C 10.450 -2.571 1.958
C 11.625 -1.972 -0.143
C 9.672 -0.576 0.584
O 5.945 0.205 5.835
C 4.885 -0.523 6.488
C 5.335 -1.138 7.794
H 9.971 -1.234 7.423
H 10.787 0.124 6.635
H 10.278 0.251 8.329
H 8.661 1.498 6.949
H 7.868 0.039 7.552
H 6.213 -0.388 2.823
H 6.662 1.191 3.450
H 8.795 1.059 2.555
H 9.044 -0.563 3.149
H 8.034 1.385 0.068
H 6.524 0.818 0.801
H 7.151 0.037 -0.650
H 7.465 -2.188 2.263
H 6.457 -1.686 0.940
H 7.316 -4.059 -1.468
H 6.749 -2.383 -1.320
H 6.059 -3.660 -0.288
H 9.056 -4.841 1.038
H 7.322 -5.072 0.871
H 7.956 -4.188 2.255
H 9.517 -2.709 2.505
H 10.961 -3.533 1.909
H 11.069 -1.886 2.541
H 11.521 -1.655 -1.177
H 12.081 -2.963 -0.115
H 12.290 -1.278 0.375
H 9.675 -0.232 -0.453
H 10.331 0.094 1.146
H 4.102 0.218 6.651
H 4.505 -1.286 5.808
H 5.558 -0.374 8.540
H 6.218 -1.759 7.636
H 4.541 -1.777 8.185
C -0.768 -3.751 -0.406
O -0.337 -3.519 0.921
C -0.601 -4.574 1.836
C 0.694 -5.198 2.310
N 1.362 -5.896 1.226
C 2.720 -6.337 1.511
C 3.764 -5.275 1.839
O 4.108 -4.441 0.745
C 3.245 -3.346 0.507
H -0.623 -2.817 -0.946
H -0.195 -4.542 -0.904
H -1.828 -4.025 -0.436
H -1.245 -5.328 1.373
H -1.127 -4.151 2.696
H 0.474 -5.911 3.111
H 1.301 -4.394 2.750
H 1.366 -5.310 0.401
H 3.078 -6.896 0.643
H 2.683 -7.043 2.349
H 4.686 -5.791 2.117
H 3.471 -4.658 2.697
H 2.818 -2.963 1.439
H 2.426 -3.594 -0.173
H 3.841 -2.559 0.041
C -3.393 2.817 -1.826
O -2.108 3.371 -1.625
C -1.813 3.712 -0.278
C -0.788 2.772 0.321
N -1.339 1.438 0.491
C -0.389 0.412 0.894
C 0.781 0.106 -0.036
O 0.406 -0.510 -1.254
C 0.008 0.360 -2.296
H -3.568 2.783 -2.900
H -3.472 1.798 -1.429
H -4.177 3.424 -1.367
H -2.728 3.704 0.323
H -1.410 4.728 -0.274
H -0.493 3.158 1.303
H 0.104 2.799 -0.320
H -1.802 1.155 -0.362
H -0.941 -0.520 1.039
H 0.023 0.690 1.871
H 1.418 -0.620 0.478
H 1.394 0.992 -0.241
H 0.573 1.297 -2.273
H -1.058 0.602 -2.258
H 0.210 -0.149 -3.238
C -8.863 -1.074 -4.688
O -9.455 -0.774 -3.442
C -9.132 -1.679 -2.392
C -8.267 -1.015 -1.343
N -6.944 -0.716 -1.863
C -6.100 0.095 -0.996
C -6.577 1.498 -0.631
O -6.579 2.423 -1.705
C -7.683 2.322 -2.585
H -9.322 -0.419 -5.427
H -7.780 -0.905 -4.692
H -9.047 -2.113 -4.978
H -8.630 -2.564 -2.796
H -10.070 -1.997 -1.929
H -8.166 -1.699 -0.493
H -8.808 -0.129 -0.983
H -7.031 -0.268 -2.765
H -5.122 0.184 -1.476
H -5.942 -0.457 -0.062
H -5.882 1.904 0.108
H -7.569 1.474 -0.163
H -8.586 1.998 -2.060
H -7.491 1.625 -3.407
H -7.867 3.306 -3.012
C -10.573 3.141 -4.749
O -9.976 4.326 -4.266
C -9.403 5.163 -5.264
C -10.191 6.445 -5.427
N -11.500 6.188 -5.999
C -12.399 7.333 -6.045
C -12.798 7.993 -4.729
O -13.626 7.195 -3.904
C -12.952 6.286 -3.058
H -10.784 2.509 -3.888
H -11.510 3.329 -5.286
H -9.898 2.601 -5.422
H -9.343 4.627 -6.217
H -8.387 5.411 -4.945
H -9.635 7.107 -6.100
H -10.230 6.938 -4.446
H -11.944 5.429 -5.500
H -13.315 7.015 -6.547
H -11.941 8.101 -6.680
H -13.387 8.880 -4.974
H -11.923 8.332 -4.160
H -12.002 6.698 -2.703
H -12.748 5.328 -3.545
H -13.597 6.101 -2.200
*
```

Computed properties:
⟨S²⟩: 0.754
E_HOMO (spin up / spin down), eV: -7.646 / -8.596
LUMO energy (spin up / spin down), eV: 0.4542 / 0.4532

Atom charges from the Löwdin analysis, given in e for atoms 1 to 2: -0.0689, -0.2540



Record 2
Computed, not measured: 10 unconnected molecules or ions with the total composition C40H95N7O13 in a non-equilibrium geometry, with ωB97M-V with the def2-TZVPD basis set.

Geometry as ORCA input:
```
! wB97M-V def2-TZVPD RIJCOSX def2/J DEFGRID3
* xyz 0 1
O -1.585 0.919 -2.232
C -1.025 0.779 -1.152
O -0.495 1.819 -0.482
C 0.148 1.382 0.760
C 0.207 -0.095 0.669
C -0.754 -0.489 -0.405
H -0.399 1.655 1.662
H 1.119 1.857 0.906
H -0.057 -0.578 1.610
H 1.233 -0.399 0.462
H -1.694 -0.725 0.092
H -0.514 -1.255 -1.143
O 4.914 -3.611 5.463
C 3.890 -3.117 4.930
O 2.747 -3.721 4.995
C 1.705 -2.958 4.433
C 2.258 -1.552 4.207
C 3.798 -1.797 4.172
H 0.863 -2.851 5.118
H 1.362 -3.386 3.492
H 2.067 -0.861 5.029
H 1.966 -1.075 3.271
H 4.211 -0.947 4.715
H 4.359 -1.864 3.240
O 0.756 5.621 -3.724
C 0.082 5.339 -2.720
O 0.372 5.766 -1.456
C -0.599 5.318 -0.460
C -1.738 4.639 -1.281
C -1.128 4.371 -2.593
H -1.021 6.147 0.108
H -0.189 4.696 0.336
H -2.554 5.349 -1.415
H -2.148 3.703 -0.903
H -1.823 4.434 -3.430
H -0.702 3.368 -2.570
C 6.420 -4.557 -1.520
C 5.305 -5.601 -1.362
C 3.881 -4.996 -1.536
O 3.321 -4.591 -0.255
C 2.098 -3.864 -0.487
N 5.544 -6.668 -2.355
H 6.478 -4.072 -2.495
H 7.366 -5.020 -1.237
H 6.131 -3.742 -0.857
H 5.303 -6.153 -0.422
H 3.111 -5.659 -1.930
H 3.916 -4.207 -2.287
H 2.009 -3.262 -1.392
H 1.949 -3.236 0.392
H 1.234 -4.528 -0.514
H 4.851 -7.386 -2.198
H 6.446 -7.082 -2.166
C 2.832 2.945 5.183
C 3.161 2.298 3.819
C 3.091 3.260 2.615
O 3.228 2.305 1.506
C 3.366 2.864 0.178
N 4.485 1.777 3.949
H 2.837 2.236 6.011
H 1.801 3.296 5.222
H 3.516 3.747 5.462
H 2.481 1.460 3.662
H 3.879 3.996 2.456
H 2.081 3.660 2.533
H 4.219 3.527 0.031
H 2.459 3.441 -0.007
H 3.507 2.044 -0.526
H 5.115 2.514 4.232
H 4.780 1.592 3.001
C 2.404 0.032 -3.456
C 3.026 -1.413 -3.594
C 2.077 -2.417 -4.232
O 0.912 -2.600 -3.397
C -0.298 -2.755 -4.064
N 4.216 -1.218 -4.391
H 1.981 0.261 -4.434
H 3.090 0.806 -3.113
H 1.514 0.079 -2.829
H 3.237 -1.854 -2.620
H 2.589 -3.379 -4.255
H 1.730 -2.043 -5.196
H -0.598 -1.775 -4.435
H -1.164 -2.958 -3.434
H -0.381 -3.542 -4.813
H 4.503 -2.151 -4.649
H 4.953 -0.801 -3.840
C -1.204 -4.049 1.115
C -2.318 -3.128 1.641
C -3.685 -3.833 1.805
O -4.702 -3.013 2.460
C -5.765 -3.823 2.856
N -1.938 -2.517 2.947
H -1.496 -4.405 0.127
H -0.958 -4.937 1.696
H -0.307 -3.467 0.905
H -2.465 -2.317 0.929
H -3.486 -4.773 2.320
H -3.978 -4.185 0.816
H -6.639 -3.184 2.981
H -5.433 -4.342 3.756
H -6.032 -4.584 2.123
H -1.906 -3.256 3.635
H -2.744 -1.996 3.259
C -2.384 3.782 -7.377
C -1.525 2.842 -6.504
C -0.233 3.593 -6.131
O 0.555 3.848 -7.270
C 1.641 4.722 -7.093
N -2.288 2.569 -5.313
H -3.300 3.309 -7.732
H -1.757 4.049 -8.228
H -2.741 4.719 -6.951
H -1.337 1.914 -7.043
H 0.311 2.999 -5.397
H -0.356 4.536 -5.598
H 2.393 4.216 -6.489
H 1.229 5.600 -6.595
H 2.312 4.982 -7.912
H -1.823 1.902 -4.714
H -3.194 2.173 -5.518
C -6.588 2.297 -1.055
C -5.108 1.741 -0.849
C -5.088 0.201 -0.545
O -4.906 -0.130 0.805
C -6.132 -0.371 1.449
N -4.577 1.893 -2.205
H -6.632 3.278 -1.527
H -7.145 2.371 -0.120
H -7.175 1.639 -1.696
H -4.416 2.242 -0.172
H -4.219 -0.169 -1.089
H -5.848 -0.335 -1.113
H -6.698 0.555 1.343
H -5.911 -0.497 2.509
H -6.683 -1.236 1.082
H -3.818 1.228 -2.238
H -4.020 2.724 -2.348
C -0.654 -0.537 6.663
C -0.451 0.832 6.005
C -1.616 1.170 5.010
O -1.565 0.491 3.765
C -2.787 0.707 2.989
N -0.188 1.885 6.961
H -1.087 -1.198 5.912
H -1.377 -0.474 7.477
H 0.336 -0.874 6.970
H 0.473 0.811 5.426
H -1.666 2.236 4.790
H -2.602 0.966 5.427
H -3.720 0.401 3.464
H -2.693 0.041 2.131
H -2.772 1.731 2.617
H 0.348 1.672 7.790
H -1.088 2.273 7.202
*
```

Computed properties:
E_HOMO, eV: -8.946
SMILES string: COC[C@H](C)N.COC[C@H](C)N.COC[C@H](C)N.COC[C@H](C)N.COC[C@H](C)N.COC[C@H](C)N.COC[C@H](C)N.O=C1CCCO1.O=C1CCCO1.O=C1CCCO1
LUMO energy, eV: 0.3410

Atom charges from the Löwdin analysis, given in e for atoms 1 to 2: 0.0710, -0.4547



Record 3
Computed, not measured: 10 unconnected molecules or ions with the total composition C40H96Cl4N4O20P4 in a non-equilibrium geometry, with ωB97M-V with the def2-TZVPD basis set.

Geometry as ORCA input:
```
! wB97M-V def2-TZVPD RIJCOSX def2/J DEFGRID3
* xyz 0 1
C 18.011 -2.967 -33.140
O 17.619 -1.837 -33.340
N 17.339 -3.951 -32.504
C 17.974 -5.256 -32.403
C 16.047 -3.695 -31.907
H 18.996 -3.250 -33.536
H 19.060 -5.206 -32.408
H 17.565 -5.918 -33.167
H 17.768 -5.674 -31.413
H 15.300 -4.468 -32.115
H 16.136 -3.692 -30.820
H 15.658 -2.780 -32.345
C 9.209 -5.045 -36.412
O 8.495 -4.061 -36.489
N 8.844 -6.251 -35.942
C 9.897 -7.240 -35.722
C 7.554 -6.614 -35.380
H 10.248 -4.969 -36.754
H 10.119 -7.403 -34.661
H 10.824 -6.907 -36.181
H 9.518 -8.193 -36.098
H 7.663 -6.859 -34.318
H 6.856 -5.782 -35.329
H 7.238 -7.490 -35.942
C 12.535 5.058 -34.826
O 12.524 5.965 -34.031
N 12.595 3.721 -34.616
C 12.558 2.803 -35.723
C 12.863 3.160 -33.298
H 12.460 5.230 -35.921
H 12.277 1.785 -35.468
H 13.478 2.781 -36.321
H 11.810 3.159 -36.440
H 12.675 3.853 -32.487
H 12.146 2.332 -33.209
H 13.812 2.630 -33.190
C 12.350 -12.940 -35.364
O 11.516 -13.607 -34.780
N 12.708 -11.708 -34.918
C 13.578 -10.852 -35.697
C 12.031 -11.111 -33.792
H 12.817 -13.267 -36.297
H 14.347 -10.507 -34.999
H 13.004 -10.037 -36.145
H 14.080 -11.409 -36.488
H 12.758 -10.816 -33.032
H 11.489 -10.188 -34.028
H 11.290 -11.789 -33.384
Cl 6.520 0.232 -35.628
C 7.934 -0.129 -36.693
C 9.133 -0.473 -35.809
Cl 9.623 0.865 -34.725
H 8.151 0.795 -37.221
H 7.586 -0.936 -37.328
H 9.954 -0.605 -36.511
H 8.920 -1.309 -35.153
Cl 14.503 0.715 -38.719
C 13.227 1.033 -39.908
C 12.009 1.780 -39.385
Cl 10.608 0.706 -39.300
H 12.959 0.066 -40.329
H 13.684 1.541 -40.758
H 11.708 2.691 -39.892
H 12.215 2.041 -38.349
C 10.671 -5.498 -29.829
C 10.364 -6.908 -29.382
O 11.193 -7.306 -28.285
P 12.330 -8.367 -28.440
O 12.018 -9.553 -29.249
O 12.738 -8.641 -26.915
C 12.514 -9.960 -26.383
C 11.920 -9.829 -24.977
O 13.593 -7.518 -28.965
C 14.728 -8.237 -29.444
C 15.464 -7.367 -30.445
H 11.575 -5.383 -30.434
H 9.866 -5.174 -30.495
H 10.783 -4.747 -29.048
H 9.305 -6.957 -29.123
H 10.467 -7.665 -30.165
H 11.824 -10.542 -26.990
H 13.457 -10.501 -26.314
H 12.384 -9.013 -24.427
H 10.837 -9.723 -24.964
H 12.150 -10.768 -24.466
H 15.348 -8.749 -28.704
H 14.354 -9.103 -30.006
H 14.868 -7.027 -31.293
H 15.848 -6.424 -30.046
H 16.320 -7.936 -30.815
C 13.506 -6.664 -34.553
C 13.988 -5.545 -35.519
O 13.064 -5.252 -36.523
P 12.988 -3.725 -37.008
O 14.352 -3.222 -37.213
O 12.162 -3.850 -38.358
C 11.517 -2.752 -38.972
C 10.078 -3.129 -39.295
O 12.158 -2.917 -35.900
C 12.651 -1.578 -35.597
C 13.565 -1.679 -34.399
H 12.624 -6.205 -34.093
H 13.110 -7.421 -35.236
H 14.158 -7.086 -33.798
H 14.289 -4.709 -34.883
H 14.958 -5.908 -35.871
H 11.549 -1.850 -38.356
H 11.986 -2.461 -39.916
H 10.024 -4.177 -39.594
H 9.423 -3.044 -38.419
H 9.480 -2.526 -39.983
H 13.128 -1.063 -36.430
H 11.698 -1.081 -35.419
H 13.966 -0.775 -33.940
H 13.148 -2.272 -33.579
H 14.459 -2.259 -34.651
C 21.014 -9.178 -34.275
C 20.180 -9.981 -35.254
O 20.292 -9.419 -36.556
P 19.051 -9.417 -37.545
O 18.689 -10.733 -38.069
O 17.904 -8.714 -36.695
C 16.787 -8.054 -37.304
C 17.094 -6.586 -37.664
O 19.449 -8.343 -38.666
C 20.531 -8.680 -39.530
C 20.856 -7.585 -40.503
H 22.022 -8.968 -34.634
H 20.512 -8.271 -33.944
H 21.201 -9.776 -33.377
H 20.476 -11.031 -35.281
H 19.170 -9.982 -34.835
H 16.585 -8.531 -38.266
H 15.949 -8.159 -36.620
H 16.163 -6.021 -37.707
H 17.681 -6.043 -36.918
H 17.692 -6.565 -38.569
H 21.433 -9.015 -39.001
H 20.298 -9.597 -40.084
H 21.569 -6.844 -40.147
H 21.180 -8.020 -41.446
H 19.917 -7.052 -40.688
C 5.313 -3.146 -49.034
C 5.930 -3.421 -47.662
O 7.333 -3.328 -47.764
P 8.320 -3.791 -46.593
O 9.023 -5.031 -46.955
O 9.275 -2.542 -46.352
C 8.899 -1.175 -46.464
C 8.775 -0.616 -47.868
O 7.400 -3.830 -45.306
C 8.032 -4.131 -44.047
C 7.632 -3.064 -43.042
H 4.299 -2.748 -48.958
H 5.803 -2.337 -49.584
H 5.330 -4.019 -49.685
H 5.502 -2.676 -46.982
H 5.523 -4.380 -47.331
H 7.900 -1.086 -46.017
H 9.618 -0.526 -45.968
H 8.225 0.321 -47.825
H 9.755 -0.452 -48.337
H 8.393 -1.323 -48.605
H 7.632 -5.084 -43.689
H 9.103 -4.318 -44.112
H 6.599 -2.780 -43.211
H 7.787 -3.415 -42.019
H 8.372 -2.262 -43.106
*
```

Computed properties:
E_HOMO, eV: -9.289
SMILES string: CCOP(=O)(OCC)OCC.CCOP(=O)(OCC)OCC.CCOP(=O)(OCC)OCC.CCOP(=O)(OCC)OCC.CN(C)C=O.CN(C)C=O.CN(C)C=O.CN(C)C=O.ClCCCl.ClCCCl
LUMO energy, eV: 0.0251

Atom charges from the Löwdin analysis, given in e for atoms 1 to 2: -0.3504, 0.0133



no.,molar mass (g mol⁻¹),calculated total energy (hartree)
1,867.18,-3097.718274
2,882.24,-2942.250264
3,1218.92,-6512.049187